83
Properties=species:S:1:pos:R:3:forces:R:3 method="wB97M-V/def2-TZVPD" spin_multiplicity=3 e_above_lowest_kj_mol=163.37 e_tot_ev=-148656.2798 s_squared=2.0078 fmax_ev_per_a=2.760 e_lumo_ev="-3.5 / -3.5" e_homo_ev="-9.31 / -9.89" charge=+1 gap_ev="5.77 / 6.35"
V -0.0790 -0.2492 -0.3704 -0.193 -0.438 -0.324
Cl 7.2311 -0.3942 0.2160 -0.140 0.000 -0.014
C 5.5564 -0.2573 -0.1690 0.203 0.009 -0.010
C 4.5904 -0.7020 0.7268 -0.004 -0.112 0.184
Cl 5.0327 -1.4094 2.2292 0.043 0.029 -0.063
C 3.2511 -0.5772 0.4015 -0.075 -0.165 0.246
Cl 2.0031 -1.1921 1.4332 0.174 -0.060 -0.070
C 2.8307 0.0204 -0.7839 -0.619 -0.065 -0.072
O 1.5484 0.1940 -1.0278 1.981 0.708 -0.413
C 3.8047 0.4299 -1.6888 0.181 0.193 -0.268
Cl 3.2853 1.1214 -3.1904 0.030 -0.078 0.217
C 5.1541 0.2938 -1.3837 0.042 0.095 -0.167
Cl 6.3334 0.8289 -2.5162 0.001 -0.020 0.037
O -0.3901 1.6435 1.3846 0.018 -0.235 0.307
C -0.7443 1.0435 2.6522 0.129 0.135 -0.163
C -0.8359 -0.4650 2.3405 -0.062 0.439 -0.760
O -0.7059 -1.2942 3.1903 -0.148 -0.339 0.208
O -1.0625 -0.7071 1.0496 -0.825 -0.839 2.496
C -2.1105 1.5478 3.1140 -0.002 0.077 -0.101
C -2.3985 2.9046 2.9985 0.009 0.077 0.041
C -3.6196 3.4140 3.4089 -0.018 -0.037 0.017
C -4.5795 2.5649 3.9462 0.042 -0.047 -0.006
C -4.2954 1.2142 4.0801 0.040 0.026 -0.007
C -3.0657 0.7072 3.6699 -0.082 -0.097 0.005
C 0.3392 1.3115 3.6927 -0.028 0.118 0.024
C 1.6330 1.6403 3.3015 0.066 0.028 0.054
C 2.6217 1.8723 4.2515 -0.072 0.007 0.014
C 2.3241 1.7826 5.6040 -0.011 -0.002 -0.081
C 1.0348 1.4518 5.9993 -0.008 -0.015 -0.031
C 0.0502 1.2191 5.0507 -0.013 -0.040 0.041
H -0.2696 2.5895 1.5233 0.145 -0.086 -0.067
H -1.6585 3.5951 2.6061 -0.013 -0.017 0.012
H -3.8174 4.4755 3.3213 -0.002 -0.034 -0.008
H -5.5376 2.9566 4.2641 0.029 -0.013 0.006
H -5.0302 0.5436 4.5083 0.022 0.024 -0.018
H -2.8542 -0.3504 3.7942 -0.039 0.116 -0.028
H 1.8801 1.7088 2.2505 0.007 -0.006 -0.014
H 3.6257 2.1220 3.9303 -0.028 -0.006 0.002
H 3.0899 1.9714 6.3458 -0.011 -0.022 -0.025
H 0.7929 1.3748 7.0520 0.001 0.000 -0.031
H -0.9509 0.9588 5.3715 0.043 0.017 -0.005
F -1.6809 5.9548 -2.3665 0.053 -0.193 0.252
C -1.8083 4.8022 -3.0596 -0.052 0.100 -0.039
C -1.4855 3.6269 -2.4575 0.089 -0.004 0.311
C -1.6475 2.4222 -3.1381 0.040 -0.332 -0.067
C -1.3092 1.1548 -2.4896 -0.196 0.072 -0.595
O -0.8871 1.1762 -1.3162 -0.475 1.264 -0.101
C -1.4943 -0.0203 -3.2540 -0.025 -0.060 -0.002
C -1.9878 0.0911 -4.5171 -0.063 -0.176 -0.187
N -2.2780 1.2449 -5.1360 -0.118 0.243 -0.187
C -2.8384 1.2219 -6.4783 0.115 0.060 0.183
C -2.2819 0.2584 -7.4734 0.068 -0.065 -0.013
C -2.0077 1.7251 -7.6231 0.043 0.053 -0.073
C -2.1219 2.4442 -4.4518 -0.074 -0.055 -0.156
C -2.4194 3.6687 -5.0609 -0.085 -0.199 -0.227
C -2.2813 4.8563 -4.3790 0.089 0.247 0.030
N -2.5659 6.0773 -5.0391 -0.168 0.050 0.000
C -2.1713 7.3488 -4.4297 -0.010 0.053 -0.284
C -2.4089 8.4582 -5.4679 0.048 -0.096 -0.135
N -2.3676 7.8250 -6.8355 -0.166 -0.047 0.164
C -3.5919 6.9598 -7.0439 0.146 0.113 0.007
C -3.8455 6.2124 -5.7322 0.125 0.053 0.136
C -1.1950 -1.4344 -2.7852 0.165 0.224 0.058
O -1.4764 -2.3469 -3.5294 0.013 -0.116 0.125
O -0.6278 -1.5364 -1.6234 -0.214 -0.534 -0.420
H -1.1188 3.6183 -1.4386 -0.026 -0.021 -0.032
H -2.1610 -0.8182 -5.0785 0.021 -0.001 0.039
H -3.9030 1.4147 -6.5043 -0.043 -0.008 0.048
H -2.9812 -0.2177 -8.1451 0.003 0.019 0.012
H -1.4533 -0.3666 -7.1671 -0.039 0.032 -0.012
H -2.5133 2.2704 -8.4100 0.015 -0.022 0.023
H -1.0034 2.0635 -7.3989 -0.045 -0.036 0.017
H -2.7380 3.6828 -6.0945 0.013 -0.015 0.048
H -1.1172 7.3025 -4.1662 -0.008 0.024 -0.022
H -2.7331 7.5961 -3.5275 -0.045 0.040 -0.019
H -1.6508 9.2338 -5.4152 0.036 0.016 -0.012
H -3.3882 8.9199 -5.3748 -0.040 0.024 -0.005
H -1.5533 7.2098 -6.8659 0.056 -0.015 -0.019
H -2.2730 8.5172 -7.5764 -0.038 0.046 -0.005
H -3.3683 6.2916 -7.8719 0.014 -0.030 -0.015
H -4.4184 7.6105 -7.3183 -0.002 0.045 -0.021
H -4.2826 5.2446 -5.9475 0.013 -0.086 0.018
H -4.5640 6.7583 -5.1113 -0.042 0.006 0.010